(one)
{
  "formula": "C3H7ClS",
  "method": "the ωB97M-V functional and the def2-TZVPD basis",
  "symbols": ["C", "C", "C", "H", "H", "H", "H", "H", "H", "H", "S", "Cl"],
  "coordinates": [[0.044, -2.026, -0.511], [-0.674, -0.544, 0.029], [-0.086, 0.216, 1.330], [-0.340, -3.121, 0.191], [-0.646, -2.018, -1.649], [1.104, -1.873, -0.470], [-1.596, -0.873, 0.429], [0.059, 0.380, -1.872], [-0.246, -0.688, 2.075], [-0.811, 0.839, 1.705], [-1.127, 0.104, -1.470], [1.459, 1.165, 1.060]],
  "lumo_energy_ev": 0.76,
  "orbital_gap_ha": 0.352,
  "homo_energy_ev": -8.81
}

=====

(two)
{
  "formula": "C3H7ClS",
  "method": "the ωB97M-V functional and the def2-TZVPD basis",
  "symbols": ["C", "C", "Cl", "C", "S", "H", "H", "H", "H", "H", "H", "H"],
  "coordinates": [[0.067, -0.145, 1.590], [0.375, 0.067, 0.153], [1.303, 1.641, -0.164], [-0.779, -0.019, -0.816], [-0.038, -0.575, -2.363], [1.025, 0.032, 2.225], [-0.025, -1.268, 1.680], [-0.874, 0.401, 1.874], [1.019, -0.713, -0.182], [-1.446, -0.780, -0.287], [-1.373, 0.935, -0.892], [0.747, 0.424, -2.818]],
  "lumo_energy_ev": 0.90,
  "orbital_gap_ha": 0.374,
  "homo_energy_ev": -9.28
}

=====

Going by the energies, (two) is most stable and the next is 281.8 kJ/mol up.

=====

(one)
{
  "formula": "C5H4O2",
  "method": "the ωB97M-V functional and the def2-TZVPD basis",
  "symbols": ["O", "C", "O", "C", "C", "C", "C", "H", "H", "H", "H"],
  "coordinates": [[1.447, -2.230, -0.875], [2.115, -1.377, -1.216], [0.483, -0.146, 1.132], [-0.776, -0.575, 0.870], [-1.361, 0.204, -0.072], [-0.385, 1.192, -0.427], [0.706, 0.928, 0.333], [-1.103, -1.438, 1.432], [-2.362, 0.099, -0.467], [-0.490, 1.990, -1.150], [1.682, 1.382, 0.420]],
  "lumo_energy_ev": 1.15,
  "orbital_gap_ha": 0.371,
  "homo_energy_ev": -8.95
}

=====

(two)
{
  "formula": "C5H4O2",
  "method": "the ωB97M-V functional and the def2-TZVPD basis",
  "symbols": ["O", "C", "C", "C", "C", "C", "O", "H", "H", "H", "H"],
  "coordinates": [[1.965, -1.606, 0.265], [1.546, -0.531, 0.144], [1.249, 0.764, 0.107], [-0.121, 1.205, -0.027], [-1.077, 0.326, -0.338], [-0.980, -1.141, -0.131], [-0.593, -2.170, -0.628], [2.091, 1.433, -0.021], [-0.359, 2.251, 0.156], [-2.133, 0.588, -0.315], [-1.587, -1.120, 0.789]],
  "lumo_energy_ev": 0.05,
  "orbital_gap_ha": 0.318,
  "homo_energy_ev": -8.59
}

=====

Going by the energies, (one) is most stable and the next is 172.8 kJ/mol up.

=====

(one)
{
  "formula": "C5H4O2",
  "method": "the ωB97M-V functional and the def2-TZVPD basis",
  "symbols": ["O", "C", "C", "C", "C", "C", "O", "H", "H", "H", "H"],
  "coordinates": [[-0.954, 2.167, 1.819], [-0.452, 2.033, 0.808], [-1.230, -0.520, -0.783], [-0.296, -1.050, 0.011], [1.109, -0.657, 0.154], [1.676, 0.419, -0.370], [2.219, 1.349, -0.810], [-2.248, -0.901, -0.778], [-1.020, 0.301, -1.463], [-0.580, -1.876, 0.659], [1.776, -1.264, 0.755]],
  "lumo_energy_ev": 0.74,
  "orbital_gap_ha": 0.341,
  "homo_energy_ev": -8.53
}

=====

(two)
{
  "formula": "C5H4O2",
  "method": "the ωB97M-V functional and the def2-TZVPD basis",
  "symbols": ["O", "C", "C", "C", "C", "C", "O", "H", "H", "H", "H"],
  "coordinates": [[-1.049, 2.440, -0.430], [-0.413, 1.437, -0.237], [-0.044, 0.426, -1.222], [0.072, -0.861, -0.823], [0.230, -1.158, 0.581], [0.265, -0.122, 1.439], [-0.016, 1.144, 1.070], [-0.026, 0.747, -2.258], [0.029, -1.676, -1.548], [0.456, -2.159, 0.926], [0.507, -0.191, 2.498]],
  "lumo_energy_ev": 0.23,
  "orbital_gap_ha": 0.346,
  "homo_energy_ev": -9.17
}

=====

(three)
{
  "formula": "C5H4O2",
  "method": "the ωB97M-V functional and the def2-TZVPD basis",
  "symbols": ["C", "C", "O", "C", "O", "C", "C", "H", "H", "H", "H"],
  "coordinates": [[2.966, -1.625, -0.674], [2.014, -0.879, -0.682], [0.479, -0.407, -0.708], [0.305, 0.452, 0.231], [0.794, 0.851, 1.237], [-1.336, 0.709, -0.250], [-2.296, 0.644, 0.657], [3.897, -2.142, -0.657], [-1.439, 1.023, -1.280], [-2.108, 0.300, 1.670], [-3.275, 1.073, 0.456]],
  "lumo_energy_ev": 0.25,
  "orbital_gap_ha": 0.387,
  "homo_energy_ev": -10.29
}

=====

Going by the energies, (two) is most stable and the next is 117.5 kJ/mol up.

=====

(one)
{
  "formula": "H19O9",
  "method": "the ωB97M-V functional and the def2-TZVPD basis",
  "symbols": ["O", "H", "H", "O", "H", "O", "H", "H", "O", "H", "H", "O", "H", "H", "O", "H", "H", "O", "H", "H", "O", "H", "H", "O", "H", "H", "H", "H"],
  "coordinates": [[-3.125, -1.415, -1.979], [2.921, -0.425, -2.878], [-0.286, -1.093, 3.232], [0.022, -1.511, 0.142], [-2.136, -1.667, 0.755], [1.710, 1.237, 0.224], [3.990, 0.947, 1.675], [2.340, 1.402, -0.482], [3.289, 0.628, 2.252], [2.122, 0.984, 1.081], [3.530, 0.866, 3.150], [-0.807, 1.212, 0.267], [-1.427, 0.417, 0.261], [-1.076, 1.717, -0.561], [-2.433, -0.764, 0.838], [0.123, 0.845, 0.089], [-3.270, -0.905, 0.363], [-1.096, 2.114, -2.133], [-3.908, -1.793, -2.370], [-1.477, 2.993, -2.227], [2.969, -0.253, -1.934], [3.817, -0.595, -1.636], [-1.343, 1.590, -2.901], [-1.125, -0.863, 2.794], [-1.400, -0.255, 3.500], [0.736, -1.497, 0.778], [-2.270, -1.558, -2.287], [-0.390, -2.358, -0.015]],
  "lumo_energy_ev": -2.65,
  "orbital_gap_ha": 0.422,
  "total_charge": 1,
  "homo_energy_ev": -14.14
}

=====

(two)
{
  "formula": "H19O9",
  "method": "the ωB97M-V functional and the def2-TZVPD basis",
  "symbols": ["O", "H", "H", "O", "H", "O", "H", "H", "O", "H", "H", "O", "H", "H", "O", "H", "H", "O", "H", "H", "O", "H", "H", "O", "H", "H", "H", "H"],
  "coordinates": [[1.921, -0.871, -1.298], [-2.261, -2.606, -1.187], [-0.384, 3.017, 1.086], [-2.195, 0.626, 0.868], [2.896, 3.578, -1.211], [2.739, -2.568, 0.628], [0.855, -0.385, 2.139], [2.993, -3.451, 0.680], [0.075, -0.200, -0.527], [2.989, -2.357, -0.169], [-0.942, 0.144, -0.045], [2.027, 3.454, -0.826], [-1.369, -2.771, 0.091], [2.294, 4.313, -0.329], [-1.518, -2.445, -0.784], [0.448, -0.425, 0.371], [-2.123, 0.350, 1.842], [-3.729, 0.450, -1.692], [2.539, -0.233, -1.736], [-3.812, -0.413, -1.596], [0.701, -1.115, 1.615], [-0.240, -1.226, -0.840], [-3.564, 0.726, -2.577], [-0.231, 2.733, 2.016], [1.680, -1.659, 1.847], [-3.065, 1.181, 0.665], [2.320, -1.682, -1.341], [0.436, 3.383, 2.320]],
  "lumo_energy_ev": -2.78,
  "orbital_gap_ha": 0.419,
  "total_charge": 1,
  "homo_energy_ev": -14.20
}

=====

Going by the energies, (one) is most stable and the next is 350.6 kJ/mol up.

=====

(one)
{
  "formula": "H16NO11",
  "method": "the ωB97M-V functional and the def2-TZVPD basis",
  "symbols": ["N", "O", "O", "O", "O", "H", "H", "O", "H", "H", "O", "H", "H", "O", "H", "H", "O", "H", "H", "O", "H", "H", "O", "H", "H", "O", "H", "H"],
  "coordinates": [[-0.628, -0.962, 0.491], [0.376, -1.713, 0.301], [-1.235, -0.550, -0.515], [-0.634, -0.291, 1.571], [3.307, -1.959, -0.511], [2.408, -2.210, -0.164], [3.462, -1.176, 0.018], [1.169, -0.538, -2.201], [0.402, -0.040, -2.473], [0.950, -1.074, -1.485], [-3.054, -0.545, -2.727], [-2.829, -0.960, -3.566], [-2.503, -0.943, -2.080], [2.226, -0.821, 3.104], [1.607, -0.213, 3.547], [1.754, -1.177, 2.351], [0.185, 0.873, 3.987], [0.578, 1.597, 3.524], [-0.199, 0.310, 3.353], [-2.848, 1.572, 0.912], [-2.298, 0.818, 0.664], [-2.738, 1.590, 1.863], [1.049, 1.630, -0.169], [1.770, 1.963, -0.699], [1.085, 0.674, -0.339], [-0.764, 1.224, -3.036], [-1.002, 2.142, -2.869], [-1.597, 0.767, -2.854]],
  "lumo_energy_ev": 3.07,
  "orbital_gap_ha": 0.365,
  "total_charge": -1,
  "homo_energy_ev": -6.86
}

=====

(two)
{
  "formula": "H16NO11",
  "method": "the ωB97M-V functional and the def2-TZVPD basis",
  "symbols": ["N", "O", "O", "O", "O", "H", "H", "O", "H", "H", "O", "H", "H", "O", "H", "H", "O", "H", "H", "O", "H", "H", "O", "H", "H", "O", "H", "H"],
  "coordinates": [[-6.879, 9.121, -14.186], [-7.102, 8.249, -13.351], [-7.649, 10.030, -14.259], [-5.853, 9.064, -14.806], [-4.972, 8.448, -11.227], [-4.300, 8.719, -11.870], [-5.354, 7.785, -11.591], [-4.885, 11.713, -14.685], [-5.070, 10.757, -14.468], [-4.146, 11.559, -15.131], [-10.150, 8.449, -13.730], [-10.686, 8.715, -14.342], [-9.425, 9.051, -13.584], [-7.034, 7.510, -16.855], [-6.896, 8.047, -17.626], [-6.691, 8.097, -16.135], [-8.248, 12.262, -15.908], [-7.370, 12.594, -16.032], [-8.213, 11.620, -15.222], [-8.438, 12.276, -12.416], [-7.704, 11.615, -12.151], [-8.656, 12.775, -11.679], [-4.206, 7.029, -13.624], [-4.106, 6.108, -13.856], [-5.001, 7.434, -14.202], [-7.931, 5.627, -12.256], [-7.696, 6.589, -12.468], [-7.758, 5.311, -13.017]],
  "lumo_energy_ev": 3.13,
  "orbital_gap_ha": 0.362,
  "total_charge": -1,
  "homo_energy_ev": -6.72
}

=====

Going by the energies, (one) is most stable and the next is 208.0 kJ/mol up.

=====

(one)
{
  "formula": "CH8O2",
  "method": "the ωB97M-V functional and the def2-TZVPD basis",
  "symbols": ["C", "H", "H", "H", "H", "O", "H", "H", "O", "H", "H"],
  "coordinates": [[1.127, -1.294, -1.109], [0.768, -1.027, -0.116], [0.275, -1.338, -1.810], [1.528, -2.310, -1.164], [1.765, -0.445, -1.391], [-0.785, 1.785, -0.017], [-0.926, 1.311, -0.846], [-0.813, 2.736, -0.123], [-0.874, -0.145, 2.024], [-1.175, 0.665, 1.583], [-0.889, 0.061, 2.967]],
  "lumo_energy_ev": 0.65,
  "orbital_gap_ha": 0.425,
  "homo_energy_ev": -10.91
}

=====

(two)
{
  "formula": "CH8O2",
  "method": "the ωB97M-V functional and the def2-TZVPD basis",
  "symbols": ["C", "H", "H", "H", "H", "O", "H", "H", "O", "H", "H"],
  "coordinates": [[-1.458, -0.652, -1.321], [-0.442, -0.413, -1.015], [-2.195, -0.250, -0.628], [-1.772, -1.676, -1.496], [-1.527, -0.113, -2.252], [1.864, -0.654, 1.055], [1.226, -1.164, 0.631], [2.383, -0.082, 0.488], [0.500, 1.801, 1.204], [0.635, 0.874, 1.392], [0.786, 2.328, 1.942]],
  "lumo_energy_ev": 0.81,
  "orbital_gap_ha": 0.439,
  "homo_energy_ev": -11.15
}

=====

Going by the energies, (one) is most stable and the next is 11.5 kJ/mol up.